[1]
Below is 8 unconnected molecules or ions with the total composition C45H92BClN2O26P, with properties calculated with wB97M-V/def2-TZVPD.

## Properties
LUMO level in eV: 1.79
Frontier orbital gap in eV: 5.8
HOMO level in eV: -4.0
Net charge: -1

Element x y z (Å)
C (5.78, 1.71, 4.23)
C (5.53, 3.12, 4.80)
C (5.31, 4.16, 3.70)
C (5.02, 5.62, 4.08)
C (5.73, 5.99, 5.37)
P (3.14, 6.22, 3.94)
C (3.81, 7.96, 3.33)
C (2.59, 4.52, 4.81)
C (2.34, 3.10, 4.23)
C (0.92, 2.52, 4.39)
C (0.26, 1.94, 3.16)
N (1.08, 0.82, 2.65)
C (0.58, 0.01, 1.63)
C (0.22, 0.72, 0.36)
O (0.52, -1.25, 1.75)
C (3.04, 7.02, 5.78)
O (1.69, 7.56, 5.82)
N (1.31, 7.97, 7.06)
O (0.20, 8.35, 7.08)
C (3.22, 5.60, 1.96)
C (2.18, 4.88, 1.27)
O (0.99, 5.16, 1.09)
Cl (2.80, 3.26, 0.45)
B (1.23, 6.79, 3.56)
O (1.04, 7.94, 2.80)
C (-0.08, 5.97, 3.92)
C (-1.40, 6.62, 3.51)
H (5.12, 0.97, 4.69)
H (6.80, 1.37, 4.42)
H (5.61, 1.68, 3.16)
H (6.41, 3.41, 5.38)
H (4.68, 3.08, 5.47)
H (4.55, 3.76, 3.03)
H (6.24, 4.15, 3.12)
H (5.50, 6.22, 3.30)
H (5.76, 7.08, 5.52)
H (5.28, 5.53, 6.25)
H (6.77, 5.66, 5.34)
H (4.00, 8.06, 2.26)
H (4.75, 8.19, 3.84)
H (3.11, 8.75, 3.62)
H (1.74, 4.74, 5.46)
H (3.40, 4.40, 5.53)
H (2.68, 2.94, 3.21)
H (2.98, 2.43, 4.80)
H (0.26, 3.26, 4.83)
H (0.95, 1.69, 5.11)
H (-0.73, 1.56, 3.46)
H (0.10, 2.68, 2.38)
H (1.25, 0.16, 3.42)
H (-0.46, 1.54, 0.53)
H (-0.21, 0.00, -0.33)
H (1.13, 1.14, -0.06)
H (3.15, 6.33, 6.62)
H (3.74, 7.85, 5.93)
H (4.19, 5.23, 1.65)
H (3.13, 6.59, 1.50)
H (0.61, 7.72, 1.98)
H (-0.09, 5.80, 5.00)
H (-0.04, 4.97, 3.48)
H (-2.24, 5.97, 3.76)
H (-1.53, 7.58, 4.01)
H (-1.45, 6.79, 2.43)
C (5.58, -3.53, -2.35)
C (4.40, -3.12, -3.20)
O (3.75, -1.94, -2.70)
C (4.36, -0.78, -2.97)
O (5.37, -0.65, -3.61)
O (3.65, 0.18, -2.42)
C (4.17, 1.51, -2.54)
H (5.27, -3.64, -1.31)
H (5.98, -4.47, -2.71)
H (6.37, -2.78, -2.40)
H (3.62, -3.87, -3.18)
H (4.69, -2.95, -4.24)
H (4.39, 1.75, -3.58)
H (5.07, 1.62, -1.94)
H (3.39, 2.15, -2.15)
C (0.40, -2.10, -3.03)
C (-0.21, -3.32, -3.68)
O (-1.22, -3.95, -2.88)
C (-2.43, -3.39, -2.94)
O (-2.75, -2.49, -3.65)
O (-3.25, -4.10, -2.16)
C (-4.61, -3.65, -2.13)
H (0.78, -2.35, -2.04)
H (1.23, -1.72, -3.62)
H (-0.34, -1.31, -2.92)
H (0.54, -4.10, -3.81)
H (-0.63, -3.09, -4.66)
H (-5.01, -3.54, -3.14)
H (-4.68, -2.70, -1.60)
H (-5.15, -4.41, -1.59)
C (-5.09, 4.73, -2.14)
C (-4.43, 3.98, -3.28)
O (-3.09, 4.43, -3.51)
C (-2.19, 3.95, -2.66)
O (-2.41, 3.16, -1.78)
O (-1.00, 4.45, -2.97)
C (0.06, 4.03, -2.10)
H (-5.05, 5.80, -2.32)
H (-6.14, 4.43, -2.06)
H (-4.59, 4.51, -1.20)
H (-4.94, 4.17, -4.22)
H (-4.42, 2.91, -3.10)
H (0.10, 2.95, -2.05)
H (-0.06, 4.45, -1.11)
H (0.98, 4.41, -2.55)
C (-3.61, -10.97, 0.34)
C (-3.58, -10.07, 1.55)
O (-2.56, -9.06, 1.45)
C (-2.87, -8.02, 0.68)
O (-3.92, -7.86, 0.12)
O (-1.84, -7.19, 0.67)
C (-2.02, -6.03, -0.15)
H (-2.63, -11.41, 0.17)
H (-4.33, -11.77, 0.50)
H (-3.90, -10.41, -0.55)
H (-3.32, -10.62, 2.45)
H (-4.54, -9.58, 1.71)
H (-2.95, -5.53, 0.10)
H (-2.03, -6.30, -1.20)
H (-1.18, -5.38, 0.06)
C (-5.26, -4.11, 2.62)
C (-4.97, -2.63, 2.45)
O (-5.88, -2.02, 1.52)
C (-7.07, -1.72, 2.01)
O (-7.45, -1.88, 3.13)
O (-7.81, -1.23, 1.01)
C (-9.16, -0.93, 1.36)
H (-5.25, -4.61, 1.65)
H (-4.49, -4.56, 3.24)
H (-6.23, -4.27, 3.09)
H (-3.99, -2.47, 2.00)
H (-5.01, -2.10, 3.39)
H (-9.20, -0.27, 2.22)
H (-9.71, -1.84, 1.57)
H (-9.57, -0.43, 0.49)
C (6.62, -1.92, -6.33)
C (7.09, -2.73, -7.52)
O (8.49, -2.53, -7.78)
C (9.31, -3.21, -6.99)
O (9.00, -4.01, -6.15)
O (10.56, -2.90, -7.32)
C (11.56, -3.55, -6.54)
H (6.85, -0.87, -6.46)
H (5.54, -2.02, -6.22)
H (7.09, -2.26, -5.41)
H (6.60, -2.40, -8.43)
H (6.90, -3.79, -7.39)
H (11.41, -4.63, -6.53)
H (11.54, -3.18, -5.51)
H (12.50, -3.30, -7.01)
C (-11.06, -4.95, -4.82)
C (-9.55, -4.92, -4.91)
O (-8.96, -4.09, -3.89)
C (-8.88, -4.65, -2.69)
O (-9.22, -5.76, -2.40)
O (-8.34, -3.76, -1.86)
C (-8.22, -4.21, -0.51)
H (-11.45, -3.93, -4.85)
H (-11.47, -5.51, -5.66)
H (-11.38, -5.43, -3.90)
H (-9.22, -4.47, -5.84)
H (-9.12, -5.92, -4.84)
H (-7.70, -5.17, -0.47)
H (-9.20, -4.31, -0.05)
H (-7.63, -3.46, 0.01)

[2]
Below is a single C27H32N6 molecule, with properties calculated with wB97M-V/def2-TZVPD.

## Properties
LUMO level in eV: 0.72
ΔE to the lowest compared entry with this formula, charge and spin in kJ/mol: 4.33
Frontier orbital gap in eV: 8.2
HOMO level in eV: -7.5

Element x y z (Å)
C (-9.43, -2.37, 0.31)
C (-9.56, -1.08, -0.52)
N (-8.45, -0.16, -0.47)
C (-8.20, 0.41, 0.84)
C (-7.21, 1.57, 0.70)
N (-5.97, 1.07, 0.15)
C (-4.91, 2.06, 0.12)
C (-3.54, 1.44, 0.03)
C (-2.45, 2.23, -0.31)
C (-1.17, 1.70, -0.33)
C (-0.96, 0.36, -0.03)
C (0.38, -0.20, 0.00)
C (1.56, 0.39, 0.38)
C (2.57, -0.60, 0.32)
C (3.94, -0.73, 0.62)
N (4.65, 0.28, 1.16)
C (6.07, 0.17, 1.45)
C (6.43, 1.08, 2.61)
C (6.91, 0.46, 0.22)
C (7.75, -0.51, -0.30)
C (8.51, -0.26, -1.43)
C (8.44, 0.98, -2.05)
C (7.59, 1.95, -1.54)
C (6.83, 1.69, -0.42)
N (4.55, -1.91, 0.43)
C (3.84, -2.92, -0.03)
N (2.56, -2.96, -0.33)
C (1.94, -1.79, -0.14)
N (0.63, -1.52, -0.31)
C (-2.06, -0.44, 0.30)
C (-3.33, 0.11, 0.34)
C (-6.22, 0.50, -1.16)
C (-7.21, -0.66, -1.03)
H (-8.57, -2.95, -0.02)
H (-10.32, -2.97, 0.18)
H (-9.32, -2.14, 1.36)
H (-10.45, -0.54, -0.19)
H (-9.70, -1.35, -1.57)
H (-9.14, 0.77, 1.26)
H (-7.76, -0.33, 1.54)
H (-7.01, 1.99, 1.69)
H (-7.66, 2.35, 0.06)
H (-4.96, 2.62, 1.06)
H (-5.05, 2.79, -0.70)
H (-2.60, 3.27, -0.55)
H (-0.33, 2.32, -0.59)
H (1.68, 1.41, 0.70)
H (4.24, 1.20, 1.15)
H (6.23, -0.88, 1.73)
H (6.25, 2.13, 2.35)
H (7.48, 0.97, 2.86)
H (5.83, 0.83, 3.48)
H (7.80, -1.48, 0.18)
H (9.16, -1.02, -1.82)
H (9.03, 1.18, -2.93)
H (7.53, 2.91, -2.03)
H (6.17, 2.46, -0.03)
H (4.39, -3.84, -0.18)
H (-0.05, -2.18, -0.66)
H (-1.92, -1.48, 0.55)
H (-4.18, -0.50, 0.62)
H (-5.28, 0.14, -1.58)
H (-6.65, 1.25, -1.85)
H (-7.41, -1.08, -2.01)
H (-6.75, -1.44, -0.39)

[3]
Below is a molecular structure, C28H32I2N4O10P3Rb, with properties calculated with wB97M-V/def2-TZVPD.

## Properties
LUMO level in eV: 3.43
ΔE to the lowest compared entry with this formula, charge and spin in kJ/mol: 29.54
Frontier orbital gap in eV: 5.9
HOMO level in eV: -2.4
Net charge: -2

Element x y z (Å)
Rb (1.35, -1.11, 0.40)
I (-2.61, 8.16, 1.43)
C (-2.19, 6.11, 1.27)
C (-2.66, 5.23, 2.23)
C (-2.36, 3.89, 2.10)
I (-3.09, 2.52, 3.51)
C (-1.56, 3.34, 1.05)
O (-1.28, 2.11, 0.95)
C (-1.16, 4.30, 0.05)
C (-0.47, 3.78, -1.18)
N (0.70, 2.93, -0.99)
C (1.70, 3.51, -0.10)
C (3.02, 2.81, -0.31)
C (4.10, 3.48, -0.86)
C (5.28, 2.79, -1.10)
C (5.34, 1.45, -0.79)
C (4.21, 0.85, -0.24)
N (3.08, 1.51, 0.01)
C (-1.45, 5.64, 0.19)
H (-3.25, 5.58, 3.06)
H (-0.17, 4.64, -1.80)
H (-1.18, 3.19, -1.77)
H (0.36, 2.08, -0.55)
H (1.42, 3.45, 0.96)
H (1.82, 4.57, -0.35)
H (4.01, 4.53, -1.11)
H (6.13, 3.30, -1.54)
H (6.22, 0.86, -0.98)
H (4.22, -0.20, 0.02)
H (-1.11, 6.33, -0.58)
N (2.86, -4.77, 0.57)
C (2.63, -4.46, 2.03)
C (3.24, -5.59, 2.85)
P (0.77, -4.48, 2.19)
O (0.58, -4.01, 3.72)
O (0.39, -5.92, 2.04)
O (0.29, -3.45, 1.22)
P (3.41, -2.81, 2.39)
O (4.83, -3.25, 3.07)
O (3.78, -2.21, 1.07)
O (2.55, -2.09, 3.37)
H (2.38, -5.65, 0.35)
H (3.85, -4.84, 0.36)
H (2.49, -4.04, -0.10)
H (2.69, -6.52, 2.65)
H (3.12, -5.37, 3.91)
H (4.30, -5.71, 2.65)
H (1.07, -3.17, 3.81)
H (5.52, -2.81, 2.56)
O (4.00, -2.83, -2.43)
N (2.92, -2.38, -2.06)
O (2.04, -3.14, -1.54)
O (2.63, -1.18, -2.18)
C (-1.24, -1.63, -2.34)
P (-1.75, -0.51, -0.97)
C (-2.63, 0.83, -1.84)
C (-2.50, 1.14, -3.19)
C (-3.11, 2.28, -3.72)
C (-3.86, 3.11, -2.91)
C (-4.00, 2.81, -1.56)
C (-3.39, 1.69, -1.03)
C (-3.17, -1.49, -0.34)
C (-2.93, -2.31, 0.76)
C (-3.93, -3.14, 1.26)
C (-5.19, -3.14, 0.67)
C (-5.44, -2.33, -0.43)
C (-4.44, -1.52, -0.93)
H (-0.37, -1.20, -2.85)
H (-2.03, -1.85, -3.06)
H (-0.90, -2.56, -1.88)
H (-1.90, 0.51, -3.83)
H (-2.98, 2.51, -4.77)
H (-4.32, 4.01, -3.32)
H (-4.56, 3.47, -0.91)
H (-3.46, 1.48, 0.03)
H (-1.95, -2.34, 1.21)
H (-3.72, -3.78, 2.11)
H (-5.97, -3.78, 1.07)
H (-6.42, -2.33, -0.90)
H (-4.63, -0.89, -1.79)

[4]
Below is 27 unconnected molecules or ions with the total composition H54O27, with properties calculated with wB97M-V/def2-TZVPD.

## Properties
LUMO level in eV: -0.15
ΔE to the lowest compared entry with this formula, charge and spin in kJ/mol: 107.36
Frontier orbital gap in eV: 10.6
HOMO level in eV: -10.7

Element x y z (Å)
O (5.43, 2.90, -0.98)
H (5.79, 2.14, -1.35)
H (4.70, 2.72, -0.40)
O (1.32, 0.25, -2.81)
H (1.71, 0.94, -2.22)
H (1.51, -0.67, -2.56)
O (-1.70, -4.75, 0.74)
H (-2.07, -3.97, 1.07)
H (-1.74, -5.33, 1.53)
O (-2.77, 0.17, 4.02)
H (-2.19, 0.91, 4.27)
H (-2.04, -0.52, 3.88)
O (-2.26, -2.57, -1.23)
H (-2.97, -2.45, -0.56)
H (-2.14, -3.53, -1.20)
O (-0.71, 2.68, 1.19)
H (-1.33, 2.75, 1.93)
H (-1.08, 3.32, 0.54)
O (-3.25, -2.40, 1.64)
H (-3.00, -1.47, 1.66)
H (-3.72, -2.49, 2.47)
O (2.29, -2.80, 2.47)
H (3.01, -2.13, 2.29)
H (1.95, -3.16, 1.61)
O (-2.66, 3.83, -1.09)
H (-3.35, 4.50, -1.19)
H (-3.11, 2.96, -1.35)
O (-3.96, 0.62, 1.58)
H (-3.43, 0.81, 0.79)
H (-3.37, 0.68, 2.32)
O (-2.26, 2.87, 4.18)
H (-2.63, 2.99, 5.10)
H (-2.77, 3.48, 3.63)
O (-1.34, 0.00, -2.50)
H (-1.60, -0.95, -2.52)
H (-0.41, 0.09, -2.66)
O (3.68, -0.02, -4.43)
H (2.93, 0.33, -3.94)
H (3.63, 0.45, -5.26)
O (1.90, 2.14, -1.05)
H (2.33, 1.94, -0.21)
H (1.06, 2.54, -0.77)
O (-3.59, 1.50, -1.84)
H (-3.07, 0.89, -2.34)
H (-4.46, 1.03, -1.78)
O (-5.88, 0.23, -0.55)
H (-6.69, -0.17, -0.37)
H (-5.48, 0.30, 0.34)
O (-0.14, -2.96, -4.28)
H (-0.33, -3.82, -3.98)
H (-0.11, -2.21, -3.62)
O (1.77, 1.80, 1.73)
H (2.21, 2.37, 2.37)
H (0.93, 2.20, 1.49)
O (-1.25, -0.46, 0.32)
H (-0.88, 0.32, 0.78)
H (-1.28, -0.19, -0.59)
O (6.05, 0.47, 1.79)
H (6.39, -0.25, 2.30)
H (5.49, 0.05, 1.11)
O (5.25, 3.57, 1.82)
H (5.74, 3.65, 1.04)
H (5.61, 2.85, 2.32)
O (-0.72, -1.62, 3.14)
H (0.20, -1.69, 3.39)
H (-0.88, -2.12, 2.33)
O (0.59, -2.98, -0.02)
H (0.13, -2.16, -0.24)
H (-0.10, -3.64, 0.17)
O (-3.51, 3.59, 1.78)
H (-3.27, 3.73, 0.84)
H (-3.98, 2.75, 1.83)
O (3.74, -0.02, -0.14)
H (2.96, 0.29, 0.32)
H (3.38, -0.73, -0.73)
O (3.17, -3.18, -4.47)
H (2.24, -3.34, -4.80)
H (3.40, -2.30, -4.66)
O (2.40, -2.14, -1.75)
H (2.83, -2.68, -2.43)
H (1.79, -2.76, -1.28)

[5]
Below is a molecular structure, C4HCeLiO4, with properties calculated with wB97M-V/def2-TZVPD.

## Properties
Multiplicity: 2
LUMO level (alpha / beta) in eV: -16.07 / -15.35
ΔE to the lowest compared entry with this formula, charge and spin in kJ/mol: 250.97
Frontier orbital gap (alpha / beta) in eV: 5.3 / 6.1
HOMO level (alpha / beta) in eV: -21.4 / -21.4
Net charge: +3

Element x y z (Å)
O (-1.91, -0.14, -1.95)
C (-2.25, -0.84, -2.77)
C (1.24, 0.96, -0.16)
C (1.36, 0.53, -1.31)
H (1.45, 0.55, -2.38)
Li (-1.14, 1.21, -0.55)
O (1.68, -0.14, 0.68)
C (0.60, -0.53, 1.36)
O (0.71, -1.17, 2.41)
O (-0.41, 0.24, 1.16)
Ce (-1.33, -0.67, 3.51)

[6]
Below is 2 unconnected molecules or ions with the total composition C4H8N2O, with properties calculated with wB97M-V/def2-TZVPD.

## Properties
LUMO level in eV: 0.69
ΔE to the lowest compared entry with this formula, charge and spin in kJ/mol: 315.67
Frontier orbital gap in eV: 11.1
HOMO level in eV: -10.4

Element x y z (Å)
C (-1.91, 0.83, 0.53)
N (-0.60, 0.20, 0.57)
C (0.31, 0.59, -0.22)
C (1.66, -0.08, -0.29)
O (2.66, 0.84, 0.08)
C (-0.51, -2.50, -1.51)
N (-0.58, -2.25, -0.36)
H (-2.61, 0.13, 0.06)
H (-2.25, 1.00, 1.56)
H (-1.92, 1.77, -0.03)
H (-0.61, -1.57, 0.42)
H (0.19, 1.47, -0.87)
H (1.87, -0.39, -1.32)
H (1.67, -0.99, 0.33)
H (2.61, 0.96, 1.03)